Density functional theory data (ωB97M-V/def2-TZVPD) for a cluster of 2 separate species, C3H8O2 in total.

Bonds (Å) are listed after each position.
CARTESIAN COORDINATES (ANGSTROEM)
1 O -1.71 -0.39 0.63  C2 1.217
2 C -1.27 0.02 -0.43  O1 1.217, C3 1.509, H6 1.106
3 C 0.11 -0.36 -0.92  C2 1.509, C4 1.560, H7 1.097, H8 1.096
4 C 1.13 -0.46 0.26  C3 1.560, O5 1.412, H9 1.093, H10 1.095
5 O 0.70 0.19 1.43  C4 1.412, H11 0.981
6 H -1.91 0.62 -1.11  C2 1.106
7 H -0.03 -1.35 -1.37  C3 1.097
8 H 0.44 0.31 -1.72  C3 1.096
9 H 1.33 -1.50 0.50  C4 1.093
10 H 2.08 0.01 -0.03  C4 1.095
11 H -0.22 -0.13 1.57  O5 0.981
12 H -0.05 1.55 0.60  H13 0.761
13 H -0.52 1.84 0.08  H12 0.761

- Energy relative to the best compared isomer or geometry (same formula, charge and spin): 58.7 kcal/mol
- SMILES: O=CCCO.[H][H]
- HOMO level: -10.160 eV
- Electronic energy: -7333.504 eV